# 1
Below is a cluster of 10 separate species, C22H64O16 in total at a distorted geometry, with properties calculated with ωB97M-V with the def2-TZVPD basis set.

Each line ends with the Mulliken charge.
Geometry (Å):
1 C 0.889 -0.216 0.119  -1.30
2 C -0.556 -0.769 0.204  2.82
3 C -1.180 -1.150 -1.204  -2.76
4 O -0.579 -1.949 1.055  0.18
5 H 1.090 0.318 1.052  -0.03
6 H 0.967 0.544 -0.633  0.15
7 H 1.640 -0.954 -0.054  0.45
8 H -1.157 -0.029 0.725  -0.99
9 H -2.155 -1.506 -1.023  0.49
10 H -0.592 -1.871 -1.758  0.37
11 H -1.262 -0.275 -1.811  0.88
12 H -1.201 -1.685 1.809  0.04
13 C 4.556 1.310 -4.144  -1.38
14 C 5.073 1.016 -2.811  1.37
15 C 6.062 -0.207 -2.906  -1.47
16 O 5.736 2.266 -2.355  -0.59
17 H 4.400 0.381 -4.711  0.35
18 H 5.314 1.903 -4.661  0.35
19 H 3.601 1.865 -4.175  0.27
20 H 4.280 0.746 -2.115  -0.24
21 H 5.505 -1.107 -3.242  0.36
22 H 6.525 -0.394 -1.938  0.37
23 H 6.917 -0.093 -3.556  0.34
24 H 5.984 2.036 -1.422  0.28
25 O -4.180 2.995 0.643  -0.69
26 C -3.371 1.950 0.094  0.32
27 C -4.133 0.683 -0.035  0.50
28 O -4.656 0.341 1.268  -0.67
29 H -3.680 3.453 1.360  0.49
30 H -3.088 2.325 -0.897  0.32
31 H -2.463 1.822 0.668  -0.41
32 H -3.512 -0.137 -0.412  -0.53
33 H -5.007 0.829 -0.699  0.31
34 H -5.003 1.165 1.645  0.38
35 O 2.897 2.138 0.536  -0.08
36 C 4.059 1.731 1.262  0.05
37 C 3.916 2.283 2.623  -0.67
38 O 2.884 1.565 3.343  -0.43
39 H 3.072 2.547 -0.326  0.21
40 H 4.091 0.601 1.312  0.07
41 H 4.992 2.054 0.801  0.13
42 H 3.479 3.284 2.629  0.26
43 H 4.855 2.224 3.203  0.30
44 H 3.068 0.632 3.210  0.26
45 O 2.337 -1.821 2.573  -0.47
46 C 3.155 -2.792 1.951  -0.28
47 C 2.383 -4.000 1.430  -0.50
48 O 1.592 -3.650 0.290  -0.52
49 H 1.381 -1.835 2.368  0.25
50 H 3.685 -2.312 1.085  0.10
51 H 3.947 -3.136 2.600  0.46
52 H 1.844 -4.401 2.310  0.27
53 H 3.120 -4.826 1.105  0.37
54 H 0.801 -3.150 0.569  0.18
55 O -3.389 -2.038 -4.144  -0.56
56 C -4.213 -0.949 -3.706  -0.13
57 C -3.513 0.301 -4.145  -0.85
58 O -2.239 0.436 -3.580  -0.49
59 H -3.729 -2.792 -3.624  0.30
60 H -5.175 -0.947 -4.177  0.49
61 H -4.434 -0.947 -2.654  0.10
62 H -4.117 1.113 -3.879  0.47
63 H -3.509 0.371 -5.254  0.30
64 H -1.807 -0.404 -3.771  0.33
65 O -2.018 -4.273 0.220  -0.69
66 C -1.385 -5.089 -0.757  -0.12
67 C -1.708 -4.641 -2.114  -0.18
68 O -3.151 -4.482 -2.210  -0.61
69 H -1.494 -3.532 0.509  0.28
70 H -0.290 -5.130 -0.607  0.15
71 H -1.759 -6.097 -0.673  0.38
72 H -1.480 -5.421 -2.802  0.45
73 H -1.254 -3.695 -2.458  -0.02
74 H -3.424 -4.048 -1.389  0.34
75 O -0.307 5.301 0.574  -0.55
76 C 0.766 4.887 -0.250  -0.80
77 C 0.563 3.522 -0.926  0.77
78 O 1.677 3.373 -1.774  -0.66
79 H -0.977 5.672 0.004  0.32
80 H 1.051 5.657 -1.002  0.36
81 H 1.591 4.743 0.458  0.18
82 H -0.360 3.420 -1.546  0.47
83 H 0.478 2.723 -0.175  -0.48
84 H 1.562 2.511 -2.242  0.28
85 C -2.445 -2.670 4.229  -0.95
86 C -3.314 -1.505 3.721  -0.36
87 O -2.645 -0.939 2.647  -0.57
88 H -1.491 -2.184 4.557  0.24
89 H -2.215 -3.326 3.342  0.08
90 H -2.753 -3.310 5.065  0.40
91 H -3.464 -0.775 4.503  0.30
92 H -4.286 -1.872 3.377  0.34
93 H -3.345 -0.373 2.234  0.34
94 C -0.147 2.321 2.880  -0.58
95 C -1.613 2.738 3.067  -0.21
96 O -2.035 3.870 2.286  -0.62
97 H 0.141 1.498 3.536  0.47
98 H 0.577 3.125 3.096  0.42
99 H 0.029 1.952 1.867  -0.38
100 H -1.778 3.004 4.101  0.39
101 H -2.215 1.891 2.815  0.08
102 H -1.285 4.270 1.820  0.45

Forces on the atoms, in the same order (eV/Å):
-1.44 0.37 0.94
0.75 -0.82 -1.56
1.60 0.94 1.89
-0.70 0.84 1.18
0.31 -0.29 -0.04
-0.07 0.35 -0.66
0.37 -0.69 -0.14
-0.30 0.20 -0.27
-1.20 -0.76 -0.01
0.25 -0.28 0.22
-0.02 0.65 -0.17
0.65 -0.62 -0.98
-1.04 0.32 -1.85
1.91 -0.20 0.66
-0.68 0.29 0.72
-0.39 -2.11 1.37
0.00 0.26 0.08
-0.12 -0.05 -0.16
0.47 -0.07 0.19
-0.06 0.04 0.23
0.26 0.50 0.37
-0.27 -0.22 0.25
-0.04 0.55 -0.60
-0.09 0.69 -1.19
-0.05 -0.31 0.89
0.40 1.70 -0.93
-1.29 -0.05 0.42
0.28 -0.31 -0.04
0.01 -0.38 -0.65
0.26 -0.45 -0.12
0.24 -0.11 0.27
-0.21 0.21 0.26
0.44 -0.11 0.06
0.05 -0.01 -0.22
0.16 -0.15 -0.33
-0.48 -0.69 -1.02
-0.79 -0.36 2.00
0.53 0.12 -0.25
0.24 -0.11 0.23
-0.02 0.95 -0.06
0.05 0.21 -0.18
0.70 0.20 -0.33
-0.20 0.22 -0.29
-0.19 -0.42 0.13
-0.13 0.40 0.80
-0.07 0.16 -1.84
1.13 -0.54 -0.23
-0.15 -0.36 0.63
0.79 -0.46 -0.39
-0.44 -0.33 0.45
-0.01 0.07 0.74
-0.38 -0.01 -0.60
-1.10 1.35 0.36
0.39 -0.17 0.11
-1.05 -0.19 1.10
0.77 0.11 -1.06
-0.09 -0.47 -1.05
0.17 0.12 -0.20
0.76 -0.20 -0.43
-0.76 -0.27 -0.62
0.42 -0.16 0.81
-0.73 1.55 0.84
0.35 -0.43 0.37
0.16 -0.07 0.01
-0.91 -0.95 -0.05
1.35 0.27 1.16
-1.66 1.32 -1.12
0.25 0.20 -0.17
0.73 0.61 -0.07
-0.34 0.07 -0.01
-0.31 -0.34 0.43
0.41 -0.53 -0.72
0.10 -0.46 0.36
0.16 -0.16 0.05
-0.12 -0.04 -0.12
0.62 -0.42 0.07
-1.23 0.19 -0.16
0.44 -1.52 -0.69
-0.45 0.17 -0.10
-0.25 -0.50 0.46
0.12 0.17 -0.36
0.28 0.59 0.45
0.32 0.24 0.02
0.27 1.06 0.41
1.29 0.30 -0.76
-0.37 -1.97 1.13
0.02 1.08 -1.01
-0.47 -0.56 -0.28
-0.18 0.48 0.90
-0.50 0.46 -0.31
-0.15 0.31 0.42
-0.11 -0.01 0.17
0.62 -0.18 -0.38
-0.03 0.38 -0.15
1.23 0.66 0.06
-0.01 -0.53 0.05
-0.27 0.02 0.14
-0.39 -0.16 -0.17
0.02 0.22 -0.03
-0.15 -0.08 0.43
-0.70 -0.54 -0.12
0.09 -0.01 -0.04

Values from the calculation:
SMILES   CC(C)O.CC(C)O.OCCO.OCCO.OCCO.OCCO.OCCO.OCCO.CCO.CCO
DFT total energy   -2080.32440 Ha
Spin multiplicity   1
Frontier orbital gap   10.513 eV
Total charge   0
HOMO energy   -10.13 eV


# 2
Below is a cluster of 7 separate species, C36H63BFN10O16P in total at a distorted geometry, with properties calculated with ωB97M-V with the def2-TZVPD basis set.

Each line ends with the Mulliken charge.
Geometry (Å):
1 C 5.225 -4.895 3.003  -1.22
2 C 3.969 -5.012 2.057  -1.21
3 C 3.379 -3.616 1.858  1.15
4 C 2.106 -3.318 2.466  -0.18
5 C 1.547 -2.108 2.292  0.25
6 F 0.325 -1.903 2.855  -0.59
7 C 2.146 -1.048 1.546  0.13
8 N 1.447 0.118 1.442  -0.15
9 C 2.120 0.995 0.720  0.77
10 B 1.392 2.422 0.521  0.95
11 O 1.493 3.380 1.557  -0.56
12 N 0.700 2.698 -0.707  0.06
13 C 0.523 1.482 -1.544  -1.04
14 C -0.679 3.238 -0.450  0.07
15 C 3.427 0.769 0.117  -0.96
16 P 4.366 2.077 -0.853  -0.13
17 N 4.629 3.401 0.251  -0.62
18 O 3.394 2.631 -2.113  -0.45
19 N 4.054 -0.385 0.212  -0.13
20 C 3.397 -1.327 0.948  0.16
21 C 3.981 -2.633 1.118  0.34
22 C 5.317 -2.920 0.407  -1.04
23 C 4.970 -3.123 -1.109  -0.73
24 O 3.870 -4.013 -1.205  -0.43
25 C 2.786 -3.330 -1.831  0.86
26 C 1.706 -4.388 -2.124  -0.91
27 O 0.637 -3.831 -2.875  -0.49
28 C -0.212 -3.060 -2.121  -0.26
29 C -1.091 -2.247 -2.836  -1.00
30 C -2.022 -1.439 -2.194  0.31
31 C -2.117 -1.394 -0.798  -0.04
32 C -3.157 -0.538 -0.006  2.33
33 C -3.781 -1.538 1.039  -2.06
34 C -4.261 -0.145 -1.012  -2.09
35 C -2.396 0.656 0.645  0.33
36 C -3.237 1.878 1.116  2.65
37 C -3.592 2.895 -0.024  -1.72
38 C -4.520 1.532 1.918  -1.84
39 C -2.318 2.671 2.116  -2.30
40 C -1.208 -2.196 -0.095  -0.13
41 C -0.278 -3.005 -0.728  0.11
42 H 6.160 -5.173 2.497  0.35
43 H 5.300 -3.873 3.402  0.30
44 H 5.134 -5.561 3.878  0.39
45 H 4.259 -5.476 1.105  0.34
46 H 3.201 -5.598 2.580  0.41
47 H 1.618 -4.100 3.050  0.43
48 H 0.746 3.209 2.151  0.32
49 H 0.004 0.683 -0.985  0.17
50 H -0.078 1.749 -2.430  0.36
51 H 1.463 1.066 -1.928  0.24
52 H -1.393 2.438 -0.708  -0.32
53 H -0.895 4.083 -1.118  0.06
54 H -0.822 3.467 0.615  0.44
55 H 4.618 4.291 -0.238  0.28
56 H 3.971 3.389 1.029  0.33
57 H 3.131 3.543 -1.907  0.27
58 H 6.027 -2.087 0.500  0.44
59 H 5.746 -3.871 0.741  0.22
60 H 4.757 -2.148 -1.581  0.30
61 H 5.854 -3.513 -1.651  0.48
62 H 3.128 -2.963 -2.817  0.34
63 H 2.392 -2.525 -1.189  -0.29
64 H 2.188 -5.136 -2.779  0.54
65 H 1.408 -4.948 -1.222  0.09
66 H -1.066 -2.266 -3.928  0.53
67 H -2.666 -0.844 -2.839  0.37
68 H -3.105 -1.720 1.882  0.30
69 H -4.004 -2.454 0.466  0.42
70 H -4.767 -1.162 1.359  0.54
71 H -5.057 0.486 -0.596  0.26
72 H -3.781 0.460 -1.803  0.41
73 H -4.710 -1.014 -1.519  0.44
74 H -1.847 0.281 1.531  0.63
75 H -1.650 1.030 -0.078  -1.93
76 H -4.690 3.031 0.004  0.44
77 H -3.365 2.535 -1.036  0.32
78 H -3.187 3.903 0.163  0.23
79 H -4.340 0.650 2.552  0.32
80 H -5.418 1.371 1.307  0.38
81 H -4.760 2.360 2.611  0.46
82 H -2.849 3.598 2.391  0.64
83 H -1.389 2.909 1.574  -0.02
84 H -2.162 2.111 3.051  0.58
85 H -1.276 -2.163 0.996  -0.17
86 H 0.396 -3.611 -0.124  0.18
87 C -0.253 -6.235 -4.617  -0.35
88 N 0.087 -7.131 -5.757  0.94
89 O 1.042 -6.830 -6.450  -0.55
90 O -0.614 -8.107 -5.920  -0.59
91 H 0.448 -5.415 -4.594  -0.03
92 H -1.265 -5.872 -4.779  0.31
93 H -0.188 -6.825 -3.706  0.29
94 C 1.380 -3.854 -8.120  -0.71
95 N 1.076 -3.079 -6.886  0.86
96 O 0.829 -3.707 -5.877  -0.40
97 O 1.098 -1.870 -6.976  -0.55
98 H 1.323 -4.912 -7.887  0.22
99 H 0.640 -3.580 -8.868  0.29
100 H 2.381 -3.579 -8.440  0.29
101 C 1.124 6.489 2.526  -0.42
102 N 0.084 6.944 3.488  0.88
103 O 0.396 7.055 4.653  -0.54
104 O -1.019 7.173 3.028  -0.45
105 H 2.048 6.321 3.068  0.30
106 H 0.770 5.568 2.072  -0.05
107 H 1.248 7.271 1.783  0.31
108 C -1.488 -4.827 2.861  -0.48
109 N -1.149 -5.747 1.740  0.93
110 O -0.184 -5.467 1.056  -0.44
111 O -1.864 -6.712 1.589  -0.58
112 H -0.770 -4.013 2.873  -0.03
113 H -2.493 -4.453 2.682  0.26
114 H -1.440 -5.402 3.782  0.34
115 C -2.919 8.024 0.250  -0.65
116 N -2.462 7.270 -0.949  0.94
117 O -1.673 7.817 -1.692  -0.55
118 O -2.912 6.152 -1.099  -0.52
119 H -2.438 8.996 0.254  0.30
120 H -3.999 8.127 0.182  0.30
121 H -2.633 7.446 1.124  0.19
122 C -3.031 7.816 5.888  -0.57
123 N -4.088 8.598 5.193  0.89
124 O -4.041 9.807 5.277  -0.53
125 O -4.929 7.965 4.586  -0.53
126 H -2.355 8.505 6.382  0.29
127 H -3.522 7.170 6.611  0.30
128 H -2.507 7.235 5.134  0.13

Forces on the atoms, in the same order (eV/Å):
-0.27 -0.36 0.22
0.47 0.89 0.90
-1.01 0.06 -0.10
1.15 -0.81 -0.30
-0.41 0.24 0.15
0.26 0.29 -0.13
-0.91 -1.02 0.67
1.61 0.04 -0.81
0.13 1.39 -0.34
0.56 0.01 -0.83
-0.77 -0.49 -0.20
-0.97 -1.47 1.61
0.06 -0.08 -0.79
0.74 0.36 -1.23
-1.06 0.40 0.70
2.18 -0.81 -1.36
-1.40 -1.03 -0.13
0.15 0.41 1.37
-0.50 0.59 0.19
-0.09 -0.71 0.41
1.51 0.17 -0.27
-1.09 -0.02 -1.04
1.06 0.44 0.58
-0.11 0.65 -0.55
-0.45 -1.05 -0.37
1.18 -0.57 -0.42
0.00 -0.01 1.27
-0.73 0.79 -0.26
-0.07 -0.14 -0.32
0.00 0.10 -0.01
0.21 0.07 0.15
0.11 -1.31 -0.38
-0.52 0.65 -0.98
0.46 0.78 -0.33
-0.86 -0.04 0.01
0.41 0.89 0.57
-1.22 -0.26 0.32
0.26 -0.08 0.39
-0.86 -0.35 0.01
-0.56 0.51 0.08
0.66 -0.46 0.07
-0.27 0.23 0.12
0.16 -0.34 -0.23
-0.03 0.17 -0.39
-0.38 0.10 0.26
0.26 -0.11 -0.46
-0.03 0.35 -0.16
0.35 0.16 0.31
0.17 0.25 -0.34
0.19 -0.12 0.33
-0.13 0.35 0.26
0.60 0.93 0.11
0.02 -0.01 0.40
0.61 0.84 -1.73
0.15 0.01 0.24
0.06 0.50 -0.08
-0.51 -0.29 -0.23
-0.16 -0.33 0.11
0.00 0.51 0.18
-0.12 -0.35 0.31
-0.42 -0.15 0.26
-0.28 0.27 0.45
0.21 -0.09 -0.31
-0.29 0.29 0.15
-0.20 0.40 -0.22
0.13 -0.02 0.31
0.11 -0.15 0.27
-0.37 -0.06 -0.14
0.27 0.09 0.51
0.51 -0.07 0.28
0.23 -0.33 0.08
-0.40 -0.15 0.22
0.19 0.18 0.40
-0.07 -0.02 -0.45
-0.47 -0.64 0.62
0.41 0.03 -0.19
0.09 0.27 0.34
0.09 -0.51 -0.33
-0.17 0.24 -0.18
0.38 -0.14 0.07
0.09 -0.22 -0.37
0.38 -0.14 -0.13
-0.92 -0.61 1.75
0.22 0.02 -0.35
0.37 -0.20 -0.37
-0.25 0.28 -0.12
0.19 0.06 0.12
-0.07 0.08 0.15
-0.05 -0.14 -0.06
0.08 0.02 -0.09
-0.02 -0.05 -0.07
-0.02 -0.10 0.05
-0.16 -0.08 -0.07
0.02 -0.30 -0.06
0.05 -0.10 -0.10
-0.02 0.37 -0.10
-0.03 -0.04 0.07
-0.01 0.06 0.10
0.09 0.12 0.00
-0.07 0.11 -0.04
0.21 -0.01 0.03
0.27 -0.02 -0.07
-0.19 0.02 -0.02
-0.11 0.01 0.11
-0.08 0.01 0.07
0.00 0.09 -0.12
-0.13 -0.05 -0.04
0.14 0.23 0.06
-0.05 0.06 0.05
0.02 -0.22 0.09
0.06 0.02 -0.05
-0.05 -0.05 -0.07
-0.02 -0.11 0.03
-0.13 -0.05 -0.05
0.01 0.18 0.12
0.03 0.18 0.03
-0.03 -0.15 0.00
0.06 0.00 -0.03
0.03 -0.06 -0.08
0.01 -0.13 0.03
-0.09 -0.04 -0.02
0.19 -0.01 0.15
0.08 0.02 0.08
-0.08 -0.05 -0.08
0.02 0.06 -0.02
-0.06 0.05 -0.07
-0.05 -0.04 -0.11
-0.07 -0.02 0.01

Values from the calculation:
SMILES   CCc1cc(F)c2nc(B(O)N(C)C)c(P(N)O)nc2c1CCOCCOc1ccc(C(C)(C)CC(C)(C)C)cc1.C[N+](=O)[O-].C[N+](=O)[O-].C[N+](=O)[O-].C[N+](=O)[O-].C[N+](=O)[O-].C[N+](=O)[O-]
DFT total energy   -3626.47329 Ha
Spin multiplicity   1
Frontier orbital gap   7.696 eV
Total charge   0
HOMO energy   -8.32 eV


Question: Which value of DFT total energy does entry 2 give?
Answer: -3626.47329 Ha


Question: Among the records above, which one has the lowest DFT total energy?
Answer: C36H63BFN10O16P


Question: Which of these has the highest frontier orbital gap?
Answer: C22H64O16